Entry 1:
Formula: C3H4N4O
Source: the OMol25 dataset
Level of theory: ωB97M-V/def2-TZVPD

Cartesian coordinates (Å):
1 O 2.39779 -1.68244 -0.70975
2 N 1.10006 -1.51601 0.01106
3 N -0.35705 -0.35028 1.51299
4 N 0.36721 0.73557 -0.66045
5 N -2.10670 1.72824 -0.86464
6 C -1.23411 0.52998 1.15574
7 C 0.44008 -0.29693 0.21543
8 C -1.04816 1.03097 -0.26064
9 H -2.00305 0.79878 1.77323
10 H -1.88201 1.94041 -1.89128
11 H 1.39560 -2.39924 0.81118
12 H 2.93034 -0.51905 -1.09287

M, g mol⁻¹: 112.09
E_LUMO, eV: -0.923
Energy above the lowest of the compared OMol25 structures with the same formula, charge and spin, kcal/mol: 170.7

=====

Entry 2:
Formula: C3H4N4O
Source: the OMol25 dataset
Level of theory: ωB97M-V/def2-TZVPD

Cartesian coordinates (Å):
1 O -1.71946 0.96546 1.36433
2 N 2.03658 -0.46973 0.02393
3 N -0.55609 1.00621 1.87156
4 N 1.49276 -0.09033 1.13750
5 N -0.56759 -0.27963 -0.13395
6 C 0.09656 0.10978 1.04058
7 C 0.13205 -0.36642 -1.45475
8 C 1.45105 -0.31615 -1.30981
9 H -1.65596 -0.31564 -0.14846
10 H 2.24141 -0.20004 -2.14327
11 H -0.33288 -0.42123 -2.47881
12 H -2.61841 0.37772 2.23116

M, g mol⁻¹: 112.09
E_LUMO, eV: -0.931
Energy above the lowest of the compared OMol25 structures with the same formula, charge and spin, kcal/mol: 182.6

=====

Entry 3:
Formula: C3H4N4O
Source: the OMol25 dataset
Level of theory: ωB97M-V/def2-TZVPD

Cartesian coordinates (Å):
1 O 2.97750 -0.33164 -0.19672
2 N -0.84330 -1.81278 0.02755
3 N -1.07677 1.47771 -0.06307
4 N -1.68356 -0.72107 -0.09361
5 N 0.40130 -1.68489 -0.10057
6 C -0.79564 0.23928 -0.15841
7 C 0.58547 -0.34560 -0.11375
8 C 1.94539 0.23993 0.20394
9 H -1.11533 -2.83615 0.19699
10 H -1.94593 2.06723 0.25506
11 H 1.74048 1.28211 0.51257
12 H -0.18960 2.42588 -0.46997

M, g mol⁻¹: 112.09
E_LUMO, eV: -0.100
Energy above the lowest of the compared OMol25 structures with the same formula, charge and spin, kcal/mol: 103.5

=====

Entry 4:
Formula: C3H4N4O
Source: the OMol25 dataset
Level of theory: ωB97M-V/def2-TZVPD

Cartesian coordinates (Å):
1 O 0.32531 -1.31160 -0.05286
2 N -1.68719 -0.47407 0.01870
3 N 1.31968 1.42782 0.00410
4 N -0.02104 1.32959 -0.15502
5 N -2.78651 0.25374 -0.04431
6 C 1.58513 -1.01631 -0.10291
7 C -0.43757 -0.16774 -0.25403
8 C 2.13808 0.26882 0.11310
9 H 3.20144 0.62814 -0.05274
10 H -2.62994 1.29703 0.08449
11 H -3.38048 -0.38987 0.40782
12 H 2.37309 -1.84556 0.03367

M, g mol⁻¹: 112.09
SMILES string: N/N=c1\nncco1
E_LUMO, eV: -0.768
Energy above the lowest of the compared OMol25 structures with the same formula, charge and spin, kcal/mol: 137.5

=====

Entry 5:
Formula: C3H4N4O
Source: the OMol25 dataset
Level of theory: ωB97M-V/def2-TZVPD

Cartesian coordinates (Å):
1 O 1.05988 1.94102 -0.19829
2 N -2.78060 -0.22960 -0.17359
3 N -0.29048 -0.11244 -0.07310
4 N -0.00549 -1.47123 -0.06473
5 N 1.23853 -1.53167 0.03892
6 C 0.79198 0.62328 -0.10419
7 C 1.82544 -0.35250 0.07594
8 C -1.56680 0.30352 0.26364
9 H -3.45461 0.56413 0.08901
10 H 2.90418 -0.16099 0.57358
11 H 0.22867 2.56358 0.47186
12 H -1.59474 1.47388 0.94708

M, g mol⁻¹: 112.09
E_LUMO, eV: -0.563
Energy above the lowest of the compared OMol25 structures with the same formula, charge and spin, kcal/mol: 133.2

=====

Entry 6:
Formula: C3H4N4O
Source: the OMol25 dataset
Level of theory: ωB97M-V/def2-TZVPD

Cartesian coordinates (Å):
1 O -1.45127 -1.94751 -2.08326
2 N 0.42322 1.74762 1.78785
3 N -1.80362 -0.90264 -1.50257
4 N 1.05623 -0.02749 0.36323
5 N -0.81920 0.73542 -0.08136
6 C 0.49296 -0.95303 -0.49931
7 C 0.21460 1.00372 0.78714
8 C -0.69382 -0.40981 -0.80967
9 H 0.96126 -1.70593 -1.06383
10 H 1.83230 -0.46692 1.06389
11 H -1.61337 1.26233 0.03198
12 H 1.40070 1.66423 2.00591

M, g mol⁻¹: 112.09
SMILES string: [H]/N=c1\[nH]cc(N=O)[nH]1
E_LUMO, eV: -0.997
Energy above the lowest of the compared OMol25 structures with the same formula, charge and spin, kcal/mol: 89.6

=====

Entry 7:
Formula: C3H4N4O
Source: the OMol25 dataset
Level of theory: ωB97M-V/def2-TZVPD

Cartesian coordinates (Å):
1 O -0.43936 0.61892 -0.68008
2 N -1.69077 1.04438 1.31217
3 N 1.96644 -0.03082 -1.71787
4 N -1.08684 -0.03965 1.80510
5 N 0.17380 -0.59181 -0.13011
6 C -1.47861 1.19985 -0.01340
7 C -0.15717 -0.80227 1.28822
8 C 1.40354 -0.71306 -0.81272
9 H 1.61915 -1.75523 -0.14806
10 H 0.22002 -1.81670 1.54568
11 H 1.48340 0.98281 -1.52691
12 H -2.01360 1.90358 -0.92201

M, g mol⁻¹: 112.09
SMILES string: [H]/N=C\N1C=NN=CO1
E_LUMO, eV: -0.476
Energy above the lowest of the compared OMol25 structures with the same formula, charge and spin, kcal/mol: 168.1

=====

Entry 8:
Formula: C3H4N4O
Source: the OMol25 dataset
Level of theory: ωB97M-V/def2-TZVPD

Cartesian coordinates (Å):
1 O 2.78844 -0.08597 -0.35609
2 N -0.02163 0.54898 -0.71724
3 N -2.39054 1.16476 -0.74408
4 N -1.56499 -0.65017 0.50901
5 N 0.59350 -0.11045 0.35311
6 C -1.29370 0.52279 -0.40074
7 C 1.96616 -0.61014 0.26270
8 C -0.34795 -0.75149 1.06950
9 H 2.16072 -1.46055 1.05943
10 H -3.11789 0.65338 -0.20951
11 H -0.04257 -1.60627 1.74626
12 H 0.43078 1.46233 -1.14185

M, g mol⁻¹: 112.09
SMILES string: [H]/N=c1\ncn(C=O)[nH]1
E_LUMO, eV: 0.189
Energy above the lowest of the compared OMol25 structures with the same formula, charge and spin, kcal/mol: 69.9

=====

Entry 9:
Formula: C3H4N4O
Source: the OMol25 dataset
Level of theory: ωB97M-V/def2-TZVPD

Cartesian coordinates (Å):
1 O -1.33614 0.22433 0.02383
2 N -1.33823 -0.47126 1.07423
3 N -0.88591 1.24446 -1.88822
4 N -0.15073 -0.92760 1.45806
5 N 2.15368 -0.66191 1.10234
6 C 0.89344 0.05854 -0.70553
7 C -0.40455 0.54686 -0.94375
8 C 1.08494 -0.47334 0.47977
9 H -1.76589 1.71105 -1.76134
10 H 3.04241 0.16449 0.84483
11 H 1.65717 0.06721 -1.42539
12 H -0.13926 1.18441 -3.05663

M, g mol⁻¹: 112.09
E_LUMO, eV: -0.806
Energy above the lowest of the compared OMol25 structures with the same formula, charge and spin, kcal/mol: 182.3

=====

Entry 10:
Formula: C3H4N4O
Source: the OMol25 dataset
Level of theory: ωB97M-V/def2-TZVPD

Cartesian coordinates (Å):
1 O -0.32472 -0.43826 -0.16136
2 N 4.41131 0.45212 -0.09675
3 N -2.60055 -0.50441 -0.06463
4 N -1.48353 1.60161 0.02859
5 N 0.86257 0.31515 -0.07894
6 C 3.31428 0.08168 0.08925
7 C 1.92902 -0.44435 -0.01950
8 C -1.49134 0.35817 -0.08548
9 H 1.69145 -1.57977 0.12996
10 H -2.40056 -1.49073 0.15635
11 H -3.39467 -0.14200 0.32976
12 H -0.51326 1.79081 -0.22725

M, g mol⁻¹: 112.09
SMILES string: [H]/N=C(/N)O/N=C/C#N
E_LUMO, eV: -0.705
Energy above the lowest of the compared OMol25 structures with the same formula, charge and spin, kcal/mol: 75.1

=====

Entry 11:
Formula: C3H4N4O2
Source: the OMol25 dataset
Level of theory: ωB97M-V/def2-TZVPD

Cartesian coordinates (Å):
1 O 0.97672 -1.48734 0.76046
2 O -1.35626 -1.14748 -0.57249
3 N -2.96627 -0.10993 0.32335
4 N 0.36341 0.35460 -0.47608
5 N 2.54497 -0.06731 -0.07624
6 N -2.75740 -1.11492 -0.31052
7 C -0.87517 0.14509 -0.23057
8 C 1.31582 -0.46027 0.09795
9 C -1.90603 0.77769 0.57236
10 H 3.15824 -0.72401 -0.02363
11 H 0.60524 1.26090 -0.61596
12 H -2.25436 1.62228 1.05545
13 H 3.15110 0.95069 -0.50409

M, g mol⁻¹: 128.09
SMILES string: NC(=O)Nc1cnno1
E_LUMO, eV: -0.059
Energy above the lowest of the compared OMol25 structures with the same formula, charge and spin, kcal/mol: 92.8

=====

Entry 12:
Formula: C3H4N4O4
Source: the OMol25 dataset
Level of theory: ωB97M-V/def2-TZVPD

Cartesian coordinates (Å):
1 O 2.71486 0.42167 -1.09908
2 O 0.76143 -1.73033 1.41446
3 O 0.03734 0.01616 2.55830
4 O 1.15025 1.87447 -1.65199
5 N 1.55361 0.75788 -1.29506
6 N -1.02573 2.34864 0.63738
7 N -1.77612 -0.97629 0.12822
8 N 0.27363 -0.63413 1.56310
9 C 0.56723 -0.25611 -0.93367
10 C -0.69071 1.27794 0.44074
11 C -0.26068 -0.05069 0.31678
12 H 1.11563 -1.20283 -0.61793
13 H 0.00870 -0.53829 -1.80101
14 H -2.19829 -0.38194 -0.62195
15 H -2.23117 -0.92617 0.96171

M, g mol⁻¹: 160.09
SMILES string: N#C[C@@](N)(C[N+](=O)[O-])[N+](=O)[O-]
E_LUMO, eV: -1.208
Energy above the lowest of the compared OMol25 structures with the same formula, charge and spin, kcal/mol: 40.1

=====

Computed calculated total energy (Ha) in order:
-410.7313 -410.7122 -410.8383 -410.7842 -410.7911 -410.8605 -410.7354 -410.8919 -410.7128 -410.8837 -486.0793 -636.4233
Computed HOMO-LUMO gap (eV) in order:
8.42 7.37 8.50 7.21 8.76 7.31 8.35 8.97 7.45 9.33 9.21 10.34